1.
C35H30ClIrNP | ωB97M-V/def2-TZVPD

Output
* frontier orbital gap (alpha / beta): 5.48 / 5.99 eV
* DFT total energy: -62917.6004 eV
* HOMO energy (alpha / beta): -4.833 / -7.694 eV
* multiplicity: 5

```
69
Properties=species:S:1:pos:R:3:mulliken_charge:R:1
C 0.005 1.995 1.004 -0.363
C -0.311 2.125 -0.383 -0.820
C -1.543 1.432 -0.603 -0.356
H 0.264 2.665 -1.113 0.700
C -1.951 0.885 0.640 -1.171
C -1.014 1.257 1.643 -0.351
H -1.036 0.957 2.675 0.526
H 0.908 2.351 1.469 0.598
H -2.070 1.344 -1.536 0.644
H -2.805 0.247 0.791 0.425
Ir 0.000 0.000 0.000 1.461
Cl -0.800 -2.151 0.572 -0.574
P 0.445 -0.776 -2.099 1.760
C -1.046 -0.885 -3.167 0.029
C -1.063 -0.432 -4.485 -0.314
H -0.188 0.036 -4.910 0.459
C -2.204 -0.578 -5.263 -0.692
H -2.205 -0.217 -6.283 0.422
C -3.334 -1.185 -4.737 -0.574
H -4.222 -1.299 -5.345 0.376
C -3.318 -1.652 -3.429 -0.698
H -4.191 -2.137 -3.015 0.438
C -2.184 -1.502 -2.647 -0.314
H -2.170 -1.875 -1.633 0.365
C 1.572 0.348 -2.996 0.280
C 1.188 1.660 -3.272 -0.474
H 0.184 1.990 -3.043 0.880
C 2.078 2.544 -3.859 -0.942
H 1.763 3.556 -4.080 0.429
C 3.369 2.132 -4.164 -0.662
H 4.066 2.824 -4.618 0.393
C 3.760 0.833 -3.881 -0.670
H 4.765 0.506 -4.111 0.440
C 2.868 -0.058 -3.301 -0.976
H 3.181 -1.067 -3.079 0.342
C 1.214 -2.426 -2.324 -0.062
C 1.025 -3.117 -3.521 -0.475
H 0.393 -2.705 -4.295 0.392
C 1.640 -4.341 -3.727 -0.707
H 1.484 -4.869 -4.658 0.437
C 2.444 -4.891 -2.737 -0.653
H 2.921 -5.849 -2.896 0.382
C 2.630 -4.208 -1.545 -0.593
H 3.249 -4.633 -0.766 0.480
C 2.017 -2.982 -1.333 -0.502
H 2.164 -2.457 -0.405 0.625
C 2.985 -4.393 3.378 -0.342
C 2.111 -4.478 2.313 -1.383
C 1.580 -3.325 1.721 -0.270
C 1.889 -1.987 2.163 1.089
C 2.831 -1.993 3.266 -0.324
C 3.346 -3.151 3.850 -1.004
N 1.385 -0.652 1.637 0.504
C 1.792 0.388 2.533 -0.773
C 1.168 0.491 3.796 0.427
C 1.573 1.456 4.716 -1.067
C 2.622 2.318 4.399 -0.493
C 3.274 2.207 3.165 -0.782
C 2.872 1.239 2.233 -0.251
H 3.389 -5.291 3.829 0.394
H 1.840 -5.456 1.933 0.406
H 0.961 -3.617 0.915 0.614
H 3.213 -1.098 3.729 0.186
H 4.042 -3.076 4.678 0.394
H 0.365 -0.188 4.063 0.594
H 1.076 1.527 5.676 0.426
H 2.934 3.064 5.119 0.394
H 4.095 2.872 2.937 0.441
H 3.387 1.153 1.286 0.482
```

2.
C35H30I2N3O6PSSc | ωB97M-V/def2-TZVPD

Output
* frontier orbital gap: 6.92 eV
* DFT total energy: -110561.3817 eV
* HOMO energy: -9.937 eV
* charge: +1

```
79
Properties=species:S:1:pos:R:3:mulliken_charge:R:1
Sc 0.981 -0.854 0.195 0.426
O 1.672 -2.292 1.776 -0.601
S 0.301 -2.458 2.360 1.535
O -0.076 -3.802 2.638 -0.631
O -0.567 -1.737 1.373 -0.471
C 0.259 -1.530 3.863 -0.069
C -0.350 -2.142 4.949 -0.577
C -0.426 -1.464 6.156 -0.705
C 0.109 -0.192 6.269 -0.754
C 0.720 0.410 5.178 -0.144
C 0.799 -0.241 3.952 -0.430
P 1.659 0.527 2.527 1.937
C 1.144 2.266 2.536 0.524
C 2.007 3.230 2.010 -0.677
C 1.574 4.534 1.826 -0.855
C 0.274 4.888 2.160 -0.522
C -0.594 3.931 2.667 -0.872
C -0.166 2.624 2.845 -0.440
C 3.407 0.536 3.036 0.402
C 4.261 -0.389 2.436 -0.211
C 5.602 -0.446 2.793 -0.814
C 6.096 0.424 3.752 -0.578
C 5.250 1.344 4.361 -0.806
C 3.912 1.401 4.007 -0.091
H -0.748 -3.140 4.840 0.582
H -0.896 -1.937 7.008 0.428
H 0.058 0.337 7.211 0.440
H 1.135 1.405 5.279 0.315
H 3.031 2.966 1.769 0.481
H 2.253 5.277 1.428 0.461
H -0.061 5.907 2.023 0.429
H -1.610 4.202 2.922 0.453
H -0.859 1.878 3.213 0.440
H 3.864 -1.090 1.711 0.221
H 6.256 -1.172 2.328 0.460
H 7.140 0.383 4.034 0.408
H 5.636 2.018 5.114 0.436
H 3.262 2.126 4.480 0.318
I 0.222 -4.544 -0.948 0.163
C 2.190 -4.603 -0.167 -0.727
I 3.417 -3.034 -0.937 0.059
H 2.659 -5.538 -0.447 0.536
H 2.140 -4.464 0.905 0.208
C -5.667 -3.821 -5.037 -0.872
O -5.424 -2.844 -4.036 -0.430
C -4.844 -1.684 -4.415 0.851
C -4.407 -1.408 -5.707 -0.445
C -3.833 -0.175 -5.982 -0.431
C -3.633 0.763 -4.981 -0.185
C -4.107 0.493 -3.694 -0.083
C -4.710 -0.713 -3.418 -0.748
N -3.028 1.991 -5.409 -0.331
N -2.204 2.608 -4.722 -0.593
C -1.685 2.098 -3.491 -0.136
C -1.810 2.864 -2.364 -0.662
C -1.287 2.455 -1.120 -0.818
C -0.590 1.283 -1.020 0.227
O -0.042 0.813 0.104 -0.282
C -0.400 0.499 -2.193 1.067
N 0.334 -0.649 -2.025 0.434
C 0.563 -1.396 -3.087 -0.135
C 0.110 -1.061 -4.369 -1.318
C -0.624 0.080 -4.546 -0.579
C -0.921 0.897 -3.434 0.396
H -6.171 -4.643 -4.537 0.239
H -4.732 -4.180 -5.474 0.347
H -6.312 -3.426 -5.825 0.364
H -4.530 -2.126 -6.503 0.430
H -3.521 0.072 -6.990 0.485
H -4.028 1.238 -2.915 0.498
H -5.099 -0.932 -2.432 0.470
H -2.350 3.800 -2.438 0.447
H -1.419 3.067 -0.236 0.555
H 1.140 -2.299 -2.940 0.307
H 0.349 -1.708 -5.201 0.448
H -0.968 0.360 -5.533 0.634
O 2.718 0.427 -0.501 -0.371
H 3.678 0.341 -0.568 0.277
H 2.516 1.368 -0.390 0.259
```

3.
C35H30InN10O3S2 | ωB97M-V/def2-TZVPD

Output
* frontier orbital gap: 6.37 eV
* DFT total energy: -84659.7595 eV
* HOMO energy: -10.180 eV
* charge: +1

```
81
Properties=species:S:1:pos:R:3:mulliken_charge:R:1
In -1.193 -1.372 -0.880 1.309
C 4.184 -4.185 -0.032 -1.141
C 4.204 -3.112 1.019 0.864
C 3.871 -3.334 2.361 -0.340
C 3.987 -2.317 3.322 -0.563
C 4.402 -1.075 2.904 -0.407
C 4.700 -0.810 1.567 -0.579
C 4.645 -1.795 0.629 -0.465
H 4.910 -3.929 -0.868 0.354
H 3.176 -4.237 -0.528 0.077
H 4.396 -5.194 0.358 0.358
H 3.621 -4.331 2.658 0.437
H 3.751 -2.588 4.392 0.341
H 4.527 -0.288 3.625 0.398
H 4.853 0.239 1.293 0.384
H 5.005 -1.654 -0.400 0.297
N -1.213 5.154 4.657 -0.535
C -1.402 4.208 3.677 1.087
C -0.651 4.204 2.493 -0.928
C -0.997 3.275 1.515 -0.527
C -2.032 2.407 1.796 -0.308
C -2.713 2.354 3.009 -0.469
C -2.351 3.212 3.970 -0.916
S -2.517 1.187 0.651 1.579
O -3.883 0.808 0.884 -0.777
O -2.139 1.742 -0.623 -0.600
N -1.516 -0.068 0.862 -0.219
C -1.541 -0.866 1.970 0.249
N -0.843 -2.014 1.763 -0.164
C -0.947 -2.934 2.733 0.247
C -1.728 -2.778 3.882 -1.126
C -2.254 -1.509 4.024 -0.053
N -2.202 -0.569 3.084 -0.286
H -0.625 5.923 4.415 0.226
H -2.086 5.342 5.173 0.231
H 0.145 4.941 2.376 0.276
H -0.578 3.292 0.514 0.751
H -3.510 1.620 3.171 0.472
H -2.788 3.271 4.946 0.324
H -0.281 -3.847 2.702 0.313
H -1.850 -3.483 4.701 0.399
H -2.844 -1.162 4.890 0.431
C 0.087 -6.205 -1.752 -0.276
C 0.386 -5.560 -0.513 -0.715
C 0.167 -4.209 -0.420 -0.259
N -0.344 -3.475 -1.472 -0.026
C -0.471 -4.095 -2.692 -0.042
C -0.181 -5.449 -2.866 -0.819
H 0.157 -7.275 -1.795 0.464
H 0.777 -6.101 0.356 0.445
H 0.393 -3.665 0.513 0.544
H -0.885 -3.468 -3.506 0.413
H -0.179 -5.857 -3.887 0.406
O -3.288 -2.237 -0.629 -0.159
N -4.492 -2.292 -1.231 -0.489
C -4.659 -1.409 -2.212 0.595
C -3.531 -0.759 -2.780 0.642
N -2.381 -0.391 -2.784 -0.517
C -5.934 -1.152 -2.711 -0.209
N -6.920 -0.973 -3.343 -0.391
S 1.815 3.412 -4.413 -0.179
C 1.211 2.091 -3.438 0.382
C 1.252 2.151 -2.029 -0.390
C 0.931 1.064 -1.264 -0.565
N 0.469 -0.118 -1.833 -0.038
C 0.445 -0.187 -3.219 0.086
C 0.848 0.864 -4.025 -0.785
C 1.035 4.748 -3.645 0.181
C -0.367 4.779 -3.725 -0.100
C -1.024 5.839 -3.069 -0.418
N -0.350 6.671 -2.319 -0.541
C 0.986 6.690 -2.287 -0.345
C 1.731 5.780 -3.027 -0.089
H 1.541 3.085 -1.526 0.406
H 0.818 1.163 -0.203 0.702
H 0.144 -1.140 -3.714 0.116
H 0.813 0.736 -5.124 0.406
H -0.862 3.955 -4.218 0.447
H -2.146 5.965 -3.063 0.340
H 1.506 7.477 -1.739 0.366
H 2.807 5.817 -3.054 0.409
```

4.
C35H30IrN3O5SSi | ωB97M-V/def2-TZVPD

Output
* frontier orbital gap (alpha / beta): 4.62 / 4.61 eV
* DFT total energy: -73030.1551 eV
* HOMO energy (alpha / beta): -9.787 / -9.787 eV
* multiplicity: 2
* charge: +1

```
76
Properties=species:S:1:pos:R:3:mulliken_charge:R:1
Ir -0.804 1.771 0.641 1.095
C -0.598 5.179 0.424 -0.983
O -0.335 3.982 -0.307 -0.010
C 0.917 3.980 -0.935 0.382
C 1.228 4.900 -1.916 -0.640
C 2.471 4.861 -2.531 -0.576
C 3.409 3.909 -2.153 -0.930
C 3.115 2.987 -1.174 -0.104
C 1.855 2.996 -0.546 0.228
N 1.490 2.106 0.421 0.068
N 2.354 1.316 0.939 -0.541
C 1.986 0.213 1.738 1.836
C 0.980 0.462 2.872 0.909
O -0.011 1.213 2.674 -0.783
C 1.132 -0.280 4.058 -0.831
C 2.182 -1.134 4.273 -0.717
C 3.229 -1.302 3.326 0.731
C 4.341 -2.115 3.604 -0.909
C 5.397 -2.197 2.725 -0.684
C 5.360 -1.474 1.536 -0.790
C 4.259 -0.691 1.231 -0.500
C 3.194 -0.592 2.111 0.236
H -0.538 6.041 -0.241 0.390
H 0.109 5.311 1.249 0.337
H -1.607 5.108 0.826 0.276
H 0.511 5.651 -2.215 0.502
H 2.701 5.579 -3.300 0.440
H 4.373 3.895 -2.638 0.435
H 3.837 2.252 -0.854 0.475
H 0.374 -0.125 4.811 0.495
H 2.235 -1.690 5.198 0.450
H 4.353 -2.674 4.526 0.460
H 6.253 -2.814 2.952 0.419
H 6.183 -1.531 0.842 0.437
H 4.228 -0.144 0.303 0.301
N -3.117 2.306 -0.050 -0.496
C -3.654 1.340 -0.945 0.253
C -3.168 1.273 -2.253 -0.140
C -3.635 0.292 -3.112 -0.924
C -4.574 -0.591 -2.639 -0.091
C -5.046 -0.589 -1.351 -1.027
C -4.592 0.409 -0.499 0.026
S -4.987 -2.041 -3.716 1.146
O -3.838 -2.803 -3.245 -0.604
O -6.272 -2.458 -3.236 -0.667
O -4.899 -1.505 -5.046 -0.666
H -3.703 2.402 0.777 0.287
H -3.017 3.212 -0.499 0.273
H -2.422 1.978 -2.589 0.388
H -3.295 0.207 -4.131 0.504
H -5.756 -1.335 -1.034 0.511
H -4.964 0.455 0.515 0.387
C 1.379 -3.177 -3.287 -0.601
C 2.117 -2.195 -2.645 -0.623
C 1.502 -1.326 -1.763 -0.044
C 0.134 -1.444 -1.495 0.845
C -0.610 -2.402 -2.192 -0.635
C 0.012 -3.263 -3.075 -0.715
Si -0.758 -0.427 -0.165 0.411
C -1.316 -1.722 1.128 1.044
C -0.576 -2.873 1.408 -0.454
C -0.948 -3.705 2.449 -0.818
C -2.062 -3.411 3.219 -0.511
C -2.814 -2.282 2.941 -0.736
C -2.436 -1.444 1.913 -0.341
H 1.865 -3.868 -3.958 0.403
H 3.176 -2.107 -2.836 0.453
H 2.089 -0.563 -1.269 0.254
H -1.678 -2.479 -2.047 0.556
H -0.578 -4.000 -3.595 0.525
H 1.376 -0.459 1.084 -1.055
H 0.296 -3.114 0.816 0.447
H -0.368 -4.589 2.661 0.457
H -2.336 -4.055 4.040 0.423
H -3.680 -2.050 3.541 0.460
H -3.006 -0.548 1.716 0.190
```

5.
C35H30N | ωB97M-V/def2-TZVPD

Output
* frontier orbital gap: 5.68 eV
* DFT total energy: -38264.8331 eV
* HOMO energy: -11.070 eV
* charge: +1

```
66
Properties=species:S:1:pos:R:3:mulliken_charge:R:1
C -1.692 1.545 6.198 -0.504
C -2.984 1.174 5.891 -0.589
C -3.216 0.288 4.859 -0.353
C -2.161 -0.238 4.132 0.464
C -2.417 -1.187 2.998 -1.120
N -2.597 -0.554 1.767 -0.257
C -2.820 -1.229 0.713 -0.886
C -3.014 -0.641 -0.597 0.950
C -3.254 -1.454 -1.703 -0.504
C -3.442 -0.903 -2.950 -0.631
C -3.393 0.468 -3.111 -0.500
C -3.160 1.290 -2.027 -0.416
C -2.973 0.740 -0.778 -0.455
C -0.868 0.147 4.447 -0.424
C -0.633 1.032 5.478 -0.534
H -1.510 2.236 7.003 0.383
H -3.812 1.574 6.453 0.388
H -4.221 -0.006 4.612 0.406
H -1.581 -1.894 2.915 0.481
H -3.306 -1.792 3.220 0.480
H -2.867 -2.302 0.794 0.415
H -3.299 -2.520 -1.566 0.392
H -3.636 -1.543 -3.796 0.483
H -3.551 0.897 -4.086 0.417
H -3.133 2.361 -2.155 0.439
H -2.802 1.369 0.079 0.570
H -0.047 -0.254 3.878 0.517
H 0.378 1.320 5.720 0.415
C 1.233 -2.662 -5.429 -0.397
C 2.433 -2.607 -4.741 -0.751
C 2.565 -1.768 -3.659 -0.435
C 1.504 -0.944 -3.258 -0.204
C 1.636 -0.031 -2.110 0.351
C 2.181 -0.522 -0.905 -0.967
C 2.452 0.223 0.206 0.060
C 2.956 -0.309 1.442 0.662
C 3.076 0.523 2.563 -0.403
C 3.542 0.030 3.760 -0.732
C 3.904 -1.300 3.872 -0.364
C 3.789 -2.142 2.784 -0.862
C 3.320 -1.658 1.587 -0.383
C 1.191 1.365 -2.250 0.468
C 0.340 1.965 -1.311 -0.395
C -0.066 3.270 -1.462 -1.041
C 0.372 4.012 -2.544 -0.516
C 1.207 3.441 -3.486 -0.778
C 1.600 2.131 -3.353 -0.214
C 0.300 -1.014 -3.976 0.040
C 0.165 -1.873 -5.040 -0.745
H 1.124 -3.337 -6.261 0.413
H 3.263 -3.224 -5.049 0.409
H 3.497 -1.711 -3.125 0.521
H 2.369 -1.578 -0.862 0.678
H 2.256 1.279 0.166 0.680
H 2.783 1.556 2.479 0.423
H 3.621 0.680 4.615 0.433
H 4.282 -1.680 4.806 0.431
H 4.066 -3.181 2.871 0.430
H 3.233 -2.332 0.755 0.377
H -0.026 1.374 -0.491 0.952
H -0.729 3.715 -0.737 0.491
H 0.077 5.044 -2.643 0.439
H 1.565 4.031 -4.315 0.443
H 2.249 1.685 -4.086 0.520
H -0.536 -0.423 -3.645 0.479
H -0.781 -1.951 -5.554 0.460
```

6.
C35H30N2O8S5TeZr | ωB97M-V/def2-TZVPD

Output
* frontier orbital gap: 5.80 eV
* DFT total energy: -118894.3725 eV
* HOMO energy: -2.100 eV
* charge: -2

```
82
Properties=species:S:1:pos:R:3:mulliken_charge:R:1
Zr 0.403 -0.399 0.475 0.681
S -1.296 -2.168 -0.727 -0.352
C -0.500 -3.435 -1.614 0.375
C -1.250 -4.469 -2.218 -0.792
C -0.666 -5.488 -2.940 -0.450
C 0.718 -5.547 -3.104 -0.612
C 1.486 -4.547 -2.534 -0.488
C 0.899 -3.508 -1.815 0.144
S 1.959 -2.238 -1.157 -0.093
C 1.994 -1.061 -2.565 0.164
C 2.574 0.238 -1.905 0.587
C 3.157 1.351 -2.497 -1.088
C 3.700 2.323 -1.671 -0.275
C 3.696 2.189 -0.284 -0.734
C 3.157 1.032 0.242 0.902
C 3.140 0.665 1.725 -1.504
S 1.523 0.885 2.646 0.366
C 1.707 -0.407 3.865 -0.078
C 2.002 0.036 5.154 -0.584
C 2.107 -0.840 6.218 -0.795
C 1.909 -2.196 5.978 -0.431
C 1.610 -2.644 4.708 -0.797
C 1.490 -1.777 3.603 0.609
S 1.100 -2.496 2.056 -0.457
N 2.631 0.102 -0.572 -0.017
H -2.325 -4.448 -2.085 0.418
H -1.294 -6.261 -3.372 0.336
H 1.182 -6.356 -3.655 0.337
H 2.566 -4.563 -2.632 0.388
H 0.997 -1.005 -3.014 -0.590
H 2.683 -1.455 -3.318 0.638
H 3.158 1.464 -3.573 0.455
H 4.130 3.211 -2.118 0.385
H 4.127 2.946 0.356 0.581
H 3.888 1.254 2.257 0.563
H 3.404 -0.391 1.798 0.423
H 2.119 1.102 5.311 0.397
H 2.321 -0.472 7.214 0.348
H 1.974 -2.910 6.792 0.340
H 1.442 -3.699 4.530 0.423
C -0.966 0.549 -4.498 -1.311
Te -0.199 1.211 -2.578 0.439
C 0.076 3.088 -3.602 -1.119
C -0.335 2.915 -5.039 0.403
C -0.244 3.971 -5.947 -0.609
C -0.635 3.818 -7.267 -0.537
C -1.137 2.596 -7.699 -0.505
C -1.240 1.545 -6.802 -0.621
C -0.838 1.688 -5.474 0.553
H -2.010 0.272 -4.356 0.435
H -0.424 -0.327 -4.864 0.473
H 1.118 3.409 -3.537 0.388
H -0.537 3.825 -3.091 0.543
H 0.140 4.925 -5.602 0.450
H -0.555 4.650 -7.958 0.375
H -1.452 2.466 -8.728 0.372
H -1.638 0.590 -7.130 0.436
C 1.504 4.560 1.369 -0.900
S 0.218 3.621 0.551 1.255
O -0.986 3.946 1.276 -0.751
O 0.263 4.055 -0.843 -0.658
O 0.662 2.225 0.703 -0.429
H 1.242 5.614 1.292 0.449
H 2.456 4.373 0.879 0.146
H 1.535 4.251 2.413 0.236
O -0.980 0.819 4.078 -0.762
C -1.564 -0.026 3.384 0.341
O -1.241 -0.507 2.273 -0.161
C -2.871 -0.606 3.935 -0.187
C -3.351 -0.185 5.171 -0.319
C -4.522 -0.710 5.688 -0.534
C -5.201 -1.663 4.943 0.170
C -4.746 -2.099 3.707 -0.469
C -3.572 -1.562 3.207 -0.368
N -6.440 -2.228 5.483 0.997
O -6.830 -1.837 6.573 -0.651
O -7.033 -3.066 4.826 -0.641
H -2.776 0.560 5.705 0.475
H -4.915 -0.400 6.645 0.451
H -5.307 -2.843 3.161 0.460
H -3.170 -1.866 2.248 0.563
O -1.119 0.365 -0.058 -0.601
```

Going through the records in order, we get largest force on an atom values of 4.63, 0.51, 5.66, 5.50, 2.91, 4.01 eV/A.
Going through the records in order, we get energy relative to the best compared isomer or geometry (same formula, charge and spin) values of 0.0, 17.2, 5.5, 63.4, 0.0, 94.2 kcal per mole.